Entry from OMol25: C33H89AgN7O11 as an isolated structure in a non-equilibrium geometry (ωB97M-V with the def2-TZVPD basis set).

Element x y z (Å)
1 Ag -7.402 -0.873 -0.717
2 C -1.346 -1.026 0.430
3 O -2.588 -0.894 -0.274
4 H -1.069 -0.053 0.836
5 H -1.466 -1.798 1.189
6 H -0.567 -1.315 -0.276
7 C -5.262 -2.751 -6.642
8 C -6.822 -2.829 -6.331
9 O -7.610 -3.148 -7.247
10 O -7.221 -2.254 -5.307
11 H -5.125 -2.309 -7.629
12 H -4.797 -3.735 -6.572
13 H -4.734 -2.099 -5.946
14 C 0.669 -6.667 4.997
15 C -0.572 -7.530 5.495
16 C -1.267 -6.936 6.752
17 O -2.215 -7.771 7.302
18 C -3.025 -7.044 8.233
19 N -1.590 -7.635 4.407
20 H 1.417 -6.588 5.786
21 H 0.329 -5.646 4.823
22 H 1.059 -7.092 4.072
23 H -0.322 -8.566 5.723
24 H -1.769 -6.033 6.406
25 H -0.464 -6.646 7.430
26 H -3.604 -7.827 8.723
27 H -3.768 -6.408 7.752
28 H -2.429 -6.418 8.897
29 H -1.297 -8.334 3.740
30 H -2.460 -7.932 4.824
31 C 6.425 4.251 -5.102
32 C 6.815 5.133 -3.909
33 C 6.230 4.539 -2.622
34 O 4.795 4.808 -2.636
35 C 4.220 4.466 -1.398
36 N 8.289 5.236 -3.802
37 H 6.849 4.563 -6.056
38 H 5.340 4.240 -5.199
39 H 6.738 3.210 -5.016
40 H 6.388 6.135 -3.954
41 H 6.703 5.122 -1.831
42 H 6.600 3.531 -2.436
43 H 4.634 5.056 -0.581
44 H 4.416 3.408 -1.223
45 H 3.135 4.536 -1.464
46 H 8.700 4.914 -4.667
47 H 8.531 6.213 -3.718
48 C 3.168 9.721 6.872
49 C 1.732 9.153 6.964
50 C 1.465 8.018 5.952
51 O 0.096 7.580 6.086
52 C -0.274 6.298 5.517
53 N 1.574 8.643 8.357
54 H 3.902 9.117 7.406
55 H 3.119 10.714 7.319
56 H 3.560 9.752 5.856
57 H 1.017 9.964 6.829
58 H 2.199 7.253 6.207
59 H 1.598 8.312 4.911
60 H -1.078 5.847 6.099
61 H 0.603 5.657 5.599
62 H -0.471 6.383 4.448
63 H 2.312 7.992 8.583
64 H 0.821 7.982 8.227
65 C 8.186 -2.532 -6.656
66 C 7.573 -3.722 -5.921
67 C 6.574 -3.408 -4.757
68 O 7.247 -2.754 -3.662
69 C 6.424 -2.381 -2.605
70 N 6.926 -4.500 -6.894
71 H 8.351 -1.687 -5.987
72 H 7.586 -2.140 -7.477
73 H 9.162 -2.713 -7.106
74 H 8.381 -4.356 -5.555
75 H 6.228 -4.346 -4.323
76 H 5.736 -2.862 -5.190
77 H 6.967 -1.810 -1.852
78 H 5.899 -3.236 -2.179
79 H 5.669 -1.697 -2.995
80 H 6.129 -3.990 -7.248
81 H 6.455 -5.303 -6.502
82 C -7.135 5.174 1.318
83 C -6.800 3.715 1.340
84 C -7.206 2.965 2.665
85 O -6.882 1.601 2.529
86 C -6.422 1.047 3.708
87 N -7.489 3.132 0.205
88 H -6.659 5.728 2.127
89 H -8.175 5.407 1.549
90 H -6.684 5.686 0.468
91 H -5.716 3.629 1.266
92 H -8.277 3.020 2.860
93 H -6.673 3.463 3.474
94 H -5.530 1.567 4.057
95 H -6.196 -0.012 3.589
96 H -7.204 1.221 4.447
97 H -7.085 3.554 -0.619
98 H -8.412 3.541 0.161
99 C 0.234 -7.986 -2.400
100 C -1.256 -8.290 -2.784
101 C -1.515 -9.835 -2.654
102 O -1.203 -10.334 -1.352
103 C -1.198 -11.728 -1.269
104 N -2.167 -7.622 -1.927
105 H 0.546 -8.379 -1.432
106 H 0.391 -6.915 -2.273
107 H 0.974 -8.239 -3.159
108 H -1.339 -7.897 -3.797
109 H -0.781 -10.321 -3.296
110 H -2.529 -10.119 -2.937
111 H -2.182 -12.104 -1.548
112 H -0.983 -12.083 -0.262
113 H -0.444 -12.139 -1.941
114 H -1.955 -7.940 -0.992
115 H -1.847 -6.670 -1.822
116 C -1.842 3.645 -5.869
117 C -2.915 4.704 -5.473
118 C -4.373 4.236 -5.885
119 O -5.369 5.063 -5.281
120 C -5.495 6.435 -5.834
121 N -2.814 5.012 -4.070
122 H -1.867 3.385 -6.928
123 H -1.853 2.745 -5.254
124 H -0.887 4.109 -5.622
125 H -2.702 5.626 -6.013
126 H -4.447 3.205 -5.539
127 H -4.574 4.300 -6.954
128 H -4.560 6.952 -5.618
129 H -6.263 7.021 -5.329
130 H -5.776 6.434 -6.887
131 H -2.893 4.148 -3.553
132 H -3.588 5.593 -3.779
133 C 2.047 0.381 7.861
134 C 3.113 0.194 6.772
135 O 4.299 0.881 7.052
136 H 1.125 -0.117 7.562
137 H 1.755 1.397 8.126
138 H 2.413 0.050 8.833
139 H 2.725 0.567 5.824
140 H 3.318 -0.873 6.678
141 H 4.891 0.916 6.298

Output
Spin multiplicity   2
Orbital gap (alpha / beta)   2.740 / 2.731 eV

Atom charges from the Mulliken analysis, given in e for atoms 1 to 2: atom 1 (Ag): 0.7844, atom 2 (C): -0.3796

---

Entry from OMol25: a 9-piece molecular cluster, C33H92N10O9 overall in a non-equilibrium geometry (ωB97M-V with the def2-TZVPD basis set).

Element x y z (Å)
1 C 0.615 -0.139 -0.326
2 O -0.285 0.303 -1.064
3 N 1.584 0.510 0.201
4 N 0.514 -1.363 -0.009
5 H 2.085 0.068 0.959
6 H 1.646 1.468 -0.114
7 H -0.162 -1.937 -0.492
8 H 1.287 -1.642 0.579
9 C -0.494 -5.050 -0.816
10 C -0.372 -4.016 -1.971
11 C -0.765 -4.631 -3.313
12 O 0.167 -5.625 -3.852
13 C 1.478 -5.182 -4.139
14 N -1.342 -2.996 -1.639
15 H -0.085 -6.041 -1.011
16 H -1.506 -5.302 -0.500
17 H -0.062 -4.560 0.057
18 H 0.594 -3.530 -1.838
19 H -0.890 -3.908 -4.119
20 H -1.690 -5.205 -3.249
21 H 1.401 -4.256 -4.708
22 H 2.116 -5.780 -4.790
23 H 2.012 -4.977 -3.211
24 H -1.387 -2.338 -2.405
25 H -2.254 -3.419 -1.731
26 C -5.366 -1.829 4.247
27 C -4.803 -0.447 3.883
28 C -3.383 -0.485 3.236
29 O -2.904 0.768 2.860
30 C -1.598 0.795 2.353
31 N -5.704 0.064 2.850
32 H -4.908 -2.161 5.180
33 H -5.277 -2.497 3.390
34 H -6.397 -1.825 4.599
35 H -4.817 0.242 4.727
36 H -3.428 -1.167 2.387
37 H -2.708 -0.969 3.942
38 H -1.424 0.047 1.579
39 H -0.915 0.377 3.092
40 H -1.366 1.832 2.111
41 H -5.334 0.979 2.637
42 H -5.541 -0.402 1.970
43 C -6.488 -3.229 -2.097
44 C -5.084 -3.471 -1.563
45 C -4.616 -2.778 -0.258
46 O -4.834 -1.325 -0.260
47 C -3.805 -0.541 -0.972
48 N -5.033 -4.870 -1.423
49 H -7.112 -3.331 -1.210
50 H -6.917 -3.976 -2.765
51 H -6.665 -2.231 -2.497
52 H -4.419 -3.255 -2.399
53 H -3.584 -2.982 0.029
54 H -5.231 -3.179 0.547
55 H -3.962 0.520 -0.777
56 H -3.814 -0.657 -2.056
57 H -2.789 -0.871 -0.759
58 H -4.069 -5.163 -1.483
59 H -5.557 -5.368 -2.129
60 C 3.759 2.415 2.666
61 C 2.533 2.555 3.620
62 C 2.376 1.435 4.634
63 O 1.960 0.231 4.048
64 C 1.407 -0.817 4.850
65 N 2.508 3.883 4.281
66 H 4.737 2.548 3.129
67 H 3.593 3.184 1.912
68 H 3.789 1.425 2.213
69 H 1.620 2.618 3.027
70 H 1.596 1.790 5.307
71 H 3.239 1.343 5.293
72 H 0.780 -0.455 5.665
73 H 2.166 -1.509 5.216
74 H 0.618 -1.286 4.262
75 H 2.755 4.693 3.731
76 H 3.230 3.895 4.986
77 C 2.860 4.415 -1.263
78 C 4.216 5.023 -0.920
79 C 4.238 6.219 0.054
80 O 3.819 7.522 -0.479
81 C 4.056 8.585 0.360
82 N 4.982 3.943 -0.383
83 H 2.895 3.483 -1.827
84 H 2.293 5.025 -1.966
85 H 2.206 4.292 -0.400
86 H 4.621 5.454 -1.836
87 H 5.262 6.405 0.377
88 H 3.728 5.898 0.963
89 H 3.611 9.515 0.007
90 H 5.111 8.568 0.635
91 H 3.449 8.433 1.253
92 H 5.928 4.226 -0.172
93 H 4.752 3.571 0.527
94 C -2.616 3.269 -0.282
95 C -1.321 4.000 -0.621
96 C -1.384 5.489 -0.059
97 O -1.461 5.419 1.362
98 C -1.674 6.638 1.997
99 N -0.203 3.213 -0.277
100 H -2.955 3.356 0.751
101 H -2.530 2.232 -0.609
102 H -3.367 3.747 -0.910
103 H -1.259 4.209 -1.689
104 H -2.202 6.073 -0.481
105 H -0.570 6.095 -0.457
106 H -2.731 6.836 1.816
107 H -0.992 7.391 1.604
108 H -1.337 6.529 3.028
109 H -0.126 3.351 0.721
110 H -0.403 2.225 -0.335
111 C -0.787 0.311 -5.650
112 C -0.574 -0.853 -4.754
113 C 0.905 -1.107 -4.261
114 O 1.732 -1.774 -5.274
115 C 3.050 -2.018 -4.801
116 N -1.465 -0.702 -3.621
117 H -1.209 1.195 -5.171
118 H -1.475 0.054 -6.454
119 H 0.138 0.779 -5.989
120 H -0.872 -1.817 -5.165
121 H 0.841 -1.786 -3.411
122 H 1.466 -0.273 -3.838
123 H 3.499 -1.096 -4.432
124 H 3.649 -2.507 -5.569
125 H 3.008 -2.669 -3.928
126 H -1.162 -0.046 -2.916
127 H -2.251 -0.203 -4.013
128 C 1.859 -3.804 2.547
129 C 3.061 -2.971 1.985
130 C 3.523 -3.419 0.628
131 O 3.963 -4.728 0.774
132 C 4.102 -5.256 -0.499
133 N 2.783 -1.547 1.985
134 H 2.100 -4.867 2.536
135 H 0.880 -3.553 2.139
136 H 1.811 -3.495 3.591
137 H 3.947 -3.126 2.601
138 H 4.218 -2.734 0.142
139 H 2.583 -3.327 0.083
140 H 3.141 -5.405 -0.992
141 H 4.743 -6.135 -0.432
142 H 4.614 -4.578 -1.181
143 H 2.706 -1.194 2.929
144 H 3.559 -1.016 1.616

Output
Total charge   +1
Spin multiplicity   2
Orbital gap (alpha / beta)   8.702 / 2.665 eV

Atom charges from the Mulliken analysis, given in e for atoms 1 to 2: atom 1 (C): -0.0207, atom 2 (O): -0.2200

---

Entry from OMol25: C33H94O24S14 as an isolated structure in a non-equilibrium geometry (ωB97M-V with the def2-TZVPD basis set).

Element x y z (Å)
1 O 14.263 -5.056 2.424
2 S 14.903 -4.426 1.298
3 O 14.334 -3.277 0.563
4 O 16.465 -4.102 1.683
5 C 17.328 -4.930 2.457
6 C 18.288 -3.951 3.106
7 C 15.318 -5.694 0.092
8 H 17.867 -5.624 1.812
9 H 16.807 -5.504 3.223
10 H 17.812 -3.040 3.470
11 H 19.079 -3.586 2.450
12 H 18.711 -4.421 3.994
13 H 15.732 -6.531 0.654
14 H 16.035 -5.267 -0.610
15 H 14.327 -5.930 -0.295
16 O 22.090 -0.594 6.647
17 S 20.651 -0.684 6.817
18 O 19.959 0.167 7.795
19 O 19.947 -0.360 5.325
20 C 20.243 -1.096 4.222
21 C 19.007 -1.169 3.407
22 C 20.252 -2.437 7.070
23 H 20.515 -2.131 4.427
24 H 21.080 -0.594 3.737
25 H 18.150 -1.530 3.977
26 H 19.172 -1.844 2.567
27 H 18.724 -0.238 2.916
28 H 19.201 -2.564 6.809
29 H 20.454 -2.689 8.111
30 H 20.870 -3.067 6.429
31 O 16.450 -2.693 4.972
32 S 15.391 -2.462 3.968
33 O 14.278 -3.350 3.724
34 O 14.792 -0.876 4.237
35 C 13.549 -0.523 3.698
36 C 13.310 0.901 4.254
37 C 16.292 -2.036 2.357
38 H 12.781 -1.233 4.006
39 H 13.667 -0.579 2.616
40 H 12.444 1.308 3.733
41 H 14.102 1.646 4.177
42 H 12.990 0.867 5.296
43 H 15.687 -1.565 1.581
44 H 16.612 -2.999 1.959
45 H 17.206 -1.453 2.471
46 O 18.976 -7.078 -1.479
47 S 19.570 -6.121 -0.598
48 O 18.911 -5.820 0.667
49 O 21.121 -6.509 -0.404
50 C 21.892 -5.992 0.697
51 C 22.866 -7.073 1.272
52 C 19.851 -4.555 -1.525
53 H 21.116 -5.683 1.396
54 H 22.454 -5.141 0.310
55 H 23.620 -6.629 1.924
56 H 23.289 -7.624 0.433
57 H 22.248 -7.735 1.879
58 H 20.409 -4.840 -2.417
59 H 20.477 -3.850 -0.979
60 H 18.936 -3.989 -1.699
61 O 14.470 -3.853 -5.592
62 S 13.564 -4.441 -4.659
63 O 13.209 -5.896 -4.742
64 O 14.109 -4.081 -3.135
65 C 14.736 -2.844 -2.762
66 C 15.204 -2.855 -1.324
67 C 12.051 -3.347 -4.607
68 H 13.941 -2.130 -2.973
69 H 15.578 -2.637 -3.422
70 H 15.749 -3.764 -1.070
71 H 14.332 -2.788 -0.673
72 H 15.963 -2.112 -1.082
73 H 11.522 -3.448 -3.660
74 H 11.411 -3.670 -5.429
75 H 12.368 -2.306 -4.667
76 C 16.924 -2.379 -5.081
77 S 17.751 -1.654 -3.595
78 O 16.623 -1.299 -2.621
79 C 18.614 -3.182 -2.956
80 H 16.954 -3.468 -5.037
81 H 17.352 -2.091 -6.041
82 H 15.905 -2.010 -5.196
83 H 18.879 -3.884 -3.748
84 H 17.970 -3.567 -2.166
85 H 19.448 -2.734 -2.416
86 C 19.995 1.372 2.641
87 S 20.924 0.662 1.245
88 O 20.050 0.889 0.006
89 C 22.198 1.931 1.088
90 H 19.941 2.435 2.407
91 H 20.468 1.370 3.623
92 H 18.947 1.089 2.734
93 H 22.980 1.724 1.818
94 H 21.829 2.943 1.257
95 H 22.726 1.833 0.140
96 C 20.232 -0.584 -1.476
97 S 21.862 -1.285 -1.945
98 O 21.816 -2.820 -1.788
99 C 21.877 -1.031 -3.751
100 H 19.480 -1.007 -2.142
101 H 20.238 0.496 -1.619
102 H 20.093 -0.819 -0.421
103 H 21.993 -0.020 -4.142
104 H 20.876 -1.263 -4.114
105 H 22.636 -1.733 -4.096
106 C 17.157 -2.767 -0.150
107 S 18.869 -2.780 0.392
108 O 19.554 -2.915 -1.001
109 C 19.059 -1.039 0.917
110 H 17.036 -2.046 -0.959
111 H 16.487 -2.495 0.666
112 H 16.925 -3.777 -0.487
113 H 18.205 -0.785 1.544
114 H 19.094 -0.367 0.060
115 H 19.956 -0.994 1.535
116 C 17.215 1.982 -3.391
117 S 18.600 1.042 -2.612
118 O 19.818 1.981 -2.619
119 C 17.900 1.046 -0.913
120 H 17.696 2.549 -4.188
121 H 16.734 2.699 -2.726
122 H 16.462 1.343 -3.853
123 H 18.564 0.926 -0.057
124 H 17.085 0.324 -0.859
125 H 17.414 2.015 -0.804
126 C 15.923 1.015 2.791
127 S 16.937 1.514 1.331
128 O 17.194 0.250 0.542
129 C 15.527 2.368 0.478
130 H 15.875 1.886 3.444
131 H 16.546 0.326 3.362
132 H 14.930 0.668 2.504
133 H 14.788 1.586 0.300
134 H 15.880 2.702 -0.497
135 H 14.982 3.088 1.089
136 C 21.863 -2.312 0.322
137 S 22.202 -2.697 2.111
138 O 22.081 -1.323 2.873
139 C 20.697 -3.608 2.596
140 H 21.478 -3.092 -0.336
141 H 22.865 -2.113 -0.059
142 H 21.250 -1.425 0.166
143 H 20.756 -3.866 3.653
144 H 20.655 -4.560 2.067
145 H 19.792 -3.022 2.438
146 C 15.277 0.205 -2.071
147 S 13.757 -0.083 -0.971
148 O 13.004 -1.267 -1.640
149 C 14.550 -0.760 0.564
150 H 15.811 -0.744 -2.097
151 H 15.871 0.863 -1.436
152 H 14.990 0.632 -3.033
153 H 14.204 -1.762 0.818
154 H 14.302 -0.036 1.339
155 H 15.622 -0.753 0.368
156 C 17.628 -7.055 -2.765
157 S 16.339 -5.845 -2.399
158 O 16.912 -4.846 -1.405
159 C 16.445 -5.097 -4.065
160 H 18.627 -6.651 -2.929
161 H 17.402 -7.697 -3.616
162 H 17.603 -7.680 -1.871
163 H 15.840 -4.227 -4.319
164 H 16.028 -5.786 -4.799
165 H 17.461 -4.859 -4.378

Output
Spin multiplicity   1
Orbital gap   7.342 eV

Atom charges from the Mulliken analysis, given in e for atoms 1 to 2: atom 1 (O): -0.8878, atom 2 (S): 1.8363